No. 1
ORCA calculation (ωB97M-V with the def2-TZVPD basis set) on 10 unconnected molecules or ions with the total composition C38H80O10 at a distorted geometry.

Structure (ORCA input):
```
! wB97M-V def2-TZVPD RIJCOSX def2/J DEFGRID3
* xyz 0 1
C 26.98 12.86 20.41
C 26.65 12.54 21.85
C 25.88 11.20 21.77
O 25.69 10.92 20.40
C 26.72 11.54 19.67
H 27.97 13.29 20.26
H 26.36 13.64 19.97
H 26.18 13.33 22.43
H 27.58 12.32 22.40
H 24.90 11.28 22.23
H 26.44 10.42 22.31
H 26.43 11.70 18.63
H 27.67 10.99 19.60
C 30.89 14.64 11.07
C 30.01 13.40 11.24
C 30.91 12.42 12.00
O 32.24 12.93 11.90
C 32.09 14.33 11.95
H 30.40 15.58 11.34
H 31.25 14.73 10.05
H 29.77 13.01 10.25
H 29.05 13.51 11.74
H 30.83 11.41 11.60
H 30.57 12.36 13.04
H 32.94 14.88 11.53
H 32.03 14.74 12.97
C 31.46 14.17 20.00
C 31.13 15.60 19.56
C 29.70 15.46 19.06
O 29.66 14.20 18.46
C 30.53 13.29 19.14
H 31.15 14.07 21.05
H 32.49 13.83 19.93
H 31.75 15.87 18.70
H 31.41 16.34 20.31
H 29.44 16.20 18.30
H 28.94 15.60 19.84
H 31.08 12.62 18.48
H 29.91 12.62 19.74
C 23.07 18.47 13.41
C 24.51 17.97 13.32
C 25.36 19.23 13.60
O 24.45 20.25 14.06
C 23.19 19.66 14.34
H 22.35 17.74 13.76
H 22.79 18.90 12.45
H 24.77 17.51 12.37
H 24.86 17.23 14.04
H 25.92 19.52 12.72
H 26.02 19.11 14.47
H 22.43 20.42 14.17
H 23.13 19.40 15.41
C 24.41 10.72 17.22
C 23.45 11.80 17.62
C 22.20 11.46 16.76
O 22.67 10.73 15.68
C 23.81 9.97 16.04
H 24.76 10.10 18.05
H 25.38 11.10 16.87
H 23.77 12.83 17.43
H 23.11 11.79 18.66
H 21.60 12.32 16.45
H 21.47 10.90 17.37
H 24.39 9.89 15.12
H 23.54 8.94 16.34
C 22.65 16.48 18.86
C 23.76 17.17 18.11
C 25.04 16.59 18.79
O 24.68 15.25 19.07
C 23.27 15.10 19.15
H 21.80 16.31 18.21
H 22.29 17.05 19.72
H 23.80 18.25 18.24
H 23.76 16.96 17.04
H 25.12 17.20 19.70
H 25.92 16.65 18.17
H 22.95 14.76 20.13
H 22.97 14.40 18.36
C 25.83 14.98 15.34
C 26.94 15.26 14.30
C 28.19 14.74 14.92
O 27.79 13.61 15.65
C 26.53 13.89 16.26
H 24.93 14.60 14.88
H 25.67 15.84 15.99
H 26.86 16.32 14.06
H 26.71 14.82 13.32
H 28.74 15.44 15.57
H 28.97 14.44 14.20
H 26.67 14.28 17.28
H 26.01 12.93 16.29
C 30.71 18.98 14.34
C 29.51 19.89 14.28
C 28.94 19.60 12.89
O 29.11 18.18 12.81
C 30.15 17.72 13.66
H 31.06 18.66 15.33
H 31.61 19.34 13.84
H 29.74 20.94 14.44
H 28.72 19.61 14.99
H 29.44 20.13 12.08
H 27.90 19.91 12.83
H 30.87 17.19 13.03
H 29.73 17.03 14.39
C 27.26 10.07 15.84
C 28.50 10.67 16.47
C 29.36 9.71 17.23
O 29.28 11.18 15.37
H 26.57 9.62 16.57
H 27.53 9.31 15.11
H 26.65 10.85 15.38
H 28.15 11.47 17.13
H 29.35 8.69 16.82
H 29.04 9.71 18.28
H 30.43 9.91 17.30
H 28.85 12.00 15.09
C 23.78 14.72 12.59
C 24.06 13.27 12.20
C 23.26 12.27 12.97
O 23.77 13.11 10.81
H 24.29 15.39 11.90
H 23.99 14.96 13.63
H 22.74 14.97 12.36
H 25.15 13.13 12.27
H 23.51 11.26 12.63
H 22.18 12.41 12.93
H 23.53 12.33 14.02
H 24.10 13.83 10.27
*
```

Properties
HOMO energy = -0.3492 Eh
SMILES = C1CCOC1.C1CCOC1.C1CCOC1.C1CCOC1.C1CCOC1.C1CCOC1.C1CCOC1.C1CCOC1.CC(C)O.CC(C)O
Gap between HOMO and LUMO = 9.87 eV

No. 2
ORCA calculation (ωB97M-V with the def2-TZVPD basis set) on a molecular structure, C38H85AlN8O44 at a distorted geometry.

Structure (ORCA input):
```
! wB97M-V def2-TZVPD RIJCOSX def2/J DEFGRID3
* xyz 2 1
Al 4.32 0.61 -1.00
C -0.23 -0.88 -1.97
C 0.05 0.16 -0.86
C -1.06 0.02 0.18
O 1.37 0.05 -0.47
H -1.26 -0.78 -2.33
H -0.20 -1.90 -1.60
H 0.42 -0.79 -2.84
H -0.17 1.09 -1.39
H -1.06 -0.95 0.67
H -2.07 0.17 -0.20
H -0.98 0.79 0.94
C 1.27 6.48 2.61
O 1.16 5.85 3.87
C 0.03 4.99 4.01
O -0.78 4.83 3.17
O 0.02 4.52 5.27
C -1.17 3.98 5.74
H 2.14 7.14 2.62
H 0.39 7.11 2.44
H 1.50 5.75 1.84
H -1.24 2.90 5.58
H -2.11 4.47 5.47
H -1.14 4.01 6.83
C 0.73 2.73 -4.21
O 1.77 2.80 -5.14
C 3.05 2.59 -4.77
O 3.40 2.25 -3.68
O 3.86 2.71 -5.91
C 5.26 2.38 -5.79
H 0.78 3.57 -3.52
H 0.90 1.84 -3.61
H -0.22 2.78 -4.74
H 5.75 3.13 -5.17
H 5.82 2.33 -6.72
H 5.38 1.42 -5.29
C 5.25 -0.60 5.16
O 4.69 -0.30 3.88
C 4.52 -1.15 2.81
O 4.21 -0.74 1.70
O 4.82 -2.38 3.16
C 4.53 -3.48 2.33
H 4.57 -0.81 5.98
H 5.78 0.30 5.47
H 6.10 -1.28 5.20
H 4.88 -4.38 2.83
H 5.06 -3.58 1.38
H 3.50 -3.69 2.06
C 2.44 0.50 7.55
O 1.85 -0.20 6.42
C 0.59 -0.03 5.98
O -0.29 0.72 6.49
O 0.40 -0.93 4.98
C -0.86 -1.08 4.40
H 1.71 0.88 8.26
H 2.98 1.34 7.12
H 3.11 -0.21 8.03
H -0.92 -2.00 3.82
H -1.19 -0.26 3.76
H -1.61 -1.10 5.20
C 5.28 4.52 2.61
O 4.11 3.85 3.07
C 3.55 2.72 2.54
O 3.84 2.18 1.50
O 2.50 2.52 3.32
C 1.58 1.49 3.03
H 6.16 3.91 2.85
H 5.29 5.52 3.05
H 5.14 4.62 1.53
H 0.98 1.32 3.92
H 2.11 0.63 2.62
H 0.83 1.85 2.32
C -4.86 -1.07 -0.25
O -6.00 -0.26 -0.14
C -5.86 1.07 -0.12
O -4.79 1.62 -0.40
O -7.02 1.67 0.29
C -7.06 3.09 0.35
H -4.24 -0.79 -1.10
H -5.13 -2.13 -0.16
H -4.25 -0.97 0.65
H -6.28 3.56 0.96
H -7.92 3.56 0.82
H -7.05 3.44 -0.68
C -0.48 -4.33 -3.62
O 0.45 -5.33 -3.23
C -0.02 -6.37 -2.55
O -1.25 -6.61 -2.41
O 0.94 -7.27 -2.33
C 2.29 -7.09 -2.56
H 0.01 -3.45 -4.04
H -1.19 -4.00 -2.87
H -1.03 -4.63 -4.51
H 2.52 -6.08 -2.92
H 2.83 -7.79 -3.20
H 2.68 -7.08 -1.54
C 4.58 5.54 -2.37
O 3.16 5.49 -1.96
C 2.71 4.40 -1.35
O 3.32 3.44 -1.00
O 1.43 4.62 -1.08
C 0.64 3.81 -0.27
H 5.31 5.65 -1.56
H 4.69 6.44 -2.98
H 4.92 4.68 -2.93
H 1.15 3.21 0.48
H 0.06 3.11 -0.87
H -0.04 4.38 0.37
C 1.40 -3.55 0.65
O 2.22 -4.20 -0.29
C 3.29 -3.57 -0.74
O 3.61 -2.38 -0.51
O 3.92 -4.46 -1.54
C 5.22 -4.17 -2.01
H 1.69 -2.51 0.79
H 1.38 -4.09 1.59
H 0.39 -3.54 0.26
H 5.96 -3.95 -1.24
H 5.08 -3.53 -2.88
H 5.57 -5.06 -2.52
C -2.66 -5.66 0.33
N -2.52 -5.69 1.81
O -1.48 -5.23 2.31
O -3.44 -6.19 2.47
H -3.22 -4.74 0.17
H -3.33 -6.48 0.05
H -1.67 -5.62 -0.12
C -3.41 2.05 2.97
N -4.71 2.75 3.25
O -4.62 3.94 3.24
O -5.66 2.11 3.62
H -3.59 0.98 2.99
H -2.69 2.27 3.75
H -3.06 2.38 1.99
C -5.28 -3.90 4.33
N -4.08 -3.06 4.64
O -4.01 -1.99 4.05
O -3.30 -3.48 5.47
H -5.92 -3.63 5.16
H -4.93 -4.92 4.45
H -5.65 -3.49 3.39
C -0.95 -0.55 -5.83
N -2.45 -0.60 -5.77
O -3.10 0.17 -6.43
O -2.94 -1.49 -5.14
H -0.53 -0.49 -4.83
H -0.63 0.34 -6.38
H -0.66 -1.48 -6.32
C 3.62 -2.38 -4.70
N 2.85 -1.09 -4.52
O 2.17 -0.71 -5.45
O 2.92 -0.51 -3.43
H 3.50 -3.05 -3.84
H 4.66 -2.05 -4.74
H 3.35 -3.01 -5.55
C -5.30 0.92 -4.00
N -4.54 2.20 -3.68
O -5.25 3.14 -3.35
O -3.35 2.07 -3.53
H -4.74 -0.01 -3.95
H -5.52 1.12 -5.05
H -6.26 0.91 -3.48
C -4.39 -5.03 -3.38
N -4.31 -4.06 -2.23
O -3.31 -3.30 -2.13
O -5.22 -4.15 -1.35
H -5.40 -4.93 -3.79
H -4.13 -6.00 -2.95
H -3.67 -4.58 -4.06
C -3.29 4.28 -0.85
N -2.12 5.18 -1.29
O -1.80 6.06 -0.48
O -1.47 5.03 -2.32
H -4.16 4.82 -1.22
H -3.35 4.12 0.23
H -3.14 3.34 -1.38
*
```

Properties
HOMO energy = -0.5168 Eh
Gap between HOMO and LUMO = 2.30 eV

What are the LUMO energy values for these records? In order: 0.367 -11.767 eV.